{"formula": "C23H26DyNO3P2S2", "method": "wB97M-V/def2-TZVPD", "species": ["Dy", "C", "C", "O", "P", "S", "S", "O", "C", "C", "H", "H", "H", "H", "H", "H", "H", "H", "H", "H", "O", "N", "C", "C", "C", "C", "C", "C", "C", "P", "C", "C", "C", "C", "C", "C", "C", "C", "C", "C", "C", "C", "H", "H", "H", "H", "H", "H", "H", "H", "H", "H", "H", "H", "H", "H", "H", "H"], "xyz": [[0.798, 0.443, 0.679], [3.002, 2.940, -4.297], [3.447, 3.105, -2.879], [2.237, 3.039, -2.060], [2.281, 2.906, -0.496], [0.398, 3.000, 0.066], [3.248, 1.275, 0.090], [3.116, 4.170, -0.071], [3.781, 4.425, 1.212], [2.831, 4.962, 2.241], [3.860, 3.053, -4.965], [2.261, 3.693, -4.570], [2.573, 1.949, -4.466], [3.929, 4.057, -2.682], [4.112, 2.306, -2.560], [4.553, 5.146, 0.972], [4.277, 3.509, 1.515], [2.286, 5.826, 1.854], [3.416, 5.288, 3.110], [2.099, 4.233, 2.587], [1.641, 0.255, 3.184], [0.267, 0.402, 2.913], [-0.385, -0.595, 3.369], [-1.801, -0.719, 2.884], [-2.826, -0.315, 3.736], [-4.143, -0.390, 3.312], [-4.436, -0.875, 2.038], [-3.408, -1.276, 1.198], [-2.077, -1.213, 1.605], [-0.705, -1.915, 0.592], [-1.157, -3.629, 0.177], [-2.000, -3.941, -0.895], [-2.384, -5.255, -1.137], [-1.932, -6.272, -0.301], [-1.093, -5.977, 0.766], [-0.696, -4.660, 0.998], [-0.836, -1.064, -1.034], [-0.095, -1.586, -2.105], [-0.032, -0.905, -3.308], [-0.711, 0.305, -3.476], [-1.457, 0.812, -2.435], [-1.507, 0.128, -1.220], [1.914, 1.128, 3.489], [0.102, -1.298, 4.033], [-2.585, 0.070, 4.723], [-4.943, -0.073, 3.974], [-5.467, -0.943, 1.706], [-3.648, -1.678, 0.217], [-2.354, -3.152, -1.549], [-3.036, -5.483, -1.974], [-2.231, -7.299, -0.491], [-0.741, -6.773, 1.415], [-0.022, -4.450, 1.821], [0.446, -2.520, -2.003], [0.552, -1.316, -4.127], [-0.649, 0.847, -4.415], [-1.978, 1.755, -2.539], [-2.093, 0.546, -0.419]], "atomic_forces_ev_per_a": [[0.5, -0.2, -1.2], [0.1, 0.0, -0.5], [-0.4, -0.1, 0.5], [0.2, 0.1, -0.4], [0.4, 0.4, -0.1], [-0.6, 0.8, 0.1], [1.0, -0.1, -0.1], [0.4, 0.6, 0.4], [-0.3, -0.3, -0.7], [-0.1, 0.3, 0.4], [-0.1, 0.0, 0.0], [0.1, 0.0, 0.1], [0.0, 0.1, 0.1], [0.0, 0.2, -0.1], [0.1, -0.1, 0.0], [0.0, 0.2, -0.1], [0.0, -0.2, 0.1], [0.1, -0.1, 0.0], [-0.1, 0.0, -0.1], [0.0, -0.1, -0.1], [0.3, 0.1, 0.5], [-0.7, -0.7, 1.5], [-0.6, 0.4, -0.7], [0.3, 0.0, 0.6], [0.0, 0.0, 0.0], [-0.1, 0.0, -0.1], [0.0, 0.1, 0.1], [-0.2, -0.1, -0.1], [0.0, -0.2, -0.1], [-0.4, -0.7, -0.1], [-0.3, -0.2, 0.1], [-0.1, 0.0, 0.0], [0.1, 0.1, 0.1], [0.0, 0.0, 0.0], [0.1, 0.2, 0.0], [0.0, -0.2, 0.0], [0.0, -0.6, -0.1], [0.2, 0.0, -0.1], [0.0, 0.1, -0.1], [0.1, -0.2, -0.1], [0.0, 0.1, 0.1], [-0.4, 0.4, -0.2], [0.3, 0.2, 0.0], [0.0, -0.2, 0.1], [-0.1, -0.1, -0.1], [0.1, 0.0, -0.1], [0.1, 0.0, 0.0], [0.0, 0.1, 0.1], [0.0, -0.1, 0.0], [0.1, 0.0, 0.1], [0.0, 0.1, 0.1], [0.0, 0.1, -0.1], [0.0, 0.0, 0.0], [0.0, 0.0, 0.1], [-0.1, 0.0, 0.1], [0.0, -0.1, 0.1], [0.0, 0.0, 0.0], [-0.2, 0.1, 0.2]], "lowdin_charge": [0.91, -0.07, -0.26, -0.34, -0.22, 0.29, 0.27, -0.32, -0.25, -0.08, 0.09, 0.09, 0.08, 0.12, 0.10, 0.12, 0.08, 0.09, 0.09, 0.06, -0.11, -0.18, -0.08, -0.22, -0.02, -0.04, -0.04, -0.07, -0.32, 1.02, -0.37, -0.09, -0.06, -0.06, -0.07, -0.09, -0.50, -0.10, -0.05, -0.05, -0.06, -0.17, 0.11, 0.15, 0.13, 0.12, 0.12, 0.12, 0.11, 0.11, 0.11, 0.11, 0.10, 0.12, 0.12, 0.12, 0.12, 0.10], "homo_energy_ev": [-11.436, -8.751], "total_charge": 1, "multiplicity": 5}